w | This record from OMol25 describes C8H10N2 in the gas phase. The level of theory is ωB97M-V with the def2-TZVPD basis set.

The geometry in ORCA input format:
```
! wB97M-V def2-TZVPD RIJCOSX def2/J DEFGRID3
* xyz 0 1
C 0.2938 2.6545 -1.4215
C -0.7373 1.8251 -1.9302
C 1.0817 1.8730 -0.6310
C -0.5517 0.5740 -1.4125
C -0.5971 -1.1654 2.1261
C 0.2307 -0.2054 2.3505
C -0.6606 -1.9144 0.8202
C 0.6401 -1.6754 0.0081
N 0.5679 0.5992 -0.6209
N 1.1772 -0.3560 0.0741
H 0.4316 3.6989 -1.6285
H -1.5238 2.1224 -2.5961
H 1.9596 2.0989 -0.0583
H -1.1321 -0.3158 -1.5739
H -1.3380 -1.5060 2.8521
H 0.6111 0.5492 2.9876
H -0.7816 -2.9859 0.9984
H -1.5432 -1.5723 0.2673
H 1.4188 -2.3229 0.4228
H 0.4531 -1.9757 -1.0343
*
```

LUMO level (spin up / spin down): 0.49 / -0.12 eV
Orbital gap (spin up / spin down): 8.23 / 7.69 eV

natural (NBO) population analysis, charges in e, atoms 1 to 2:
1 C -0.2894
2 C -0.2794

***

x | This record from OMol25 describes 2 unconnected molecules or ions with the total composition C8H10N2. The level of theory is ωB97M-V with the def2-TZVPD basis set.

The geometry in ORCA input format:
```
! wB97M-V def2-TZVPD RIJCOSX def2/J DEFGRID3
* xyz 0 1
C 0.5776 -2.1848 -0.0352
C -2.3902 0.6873 -0.7555
C -1.9688 1.4355 0.3383
C -2.4281 -0.6430 -0.3391
C -1.7049 0.5466 1.4713
C 1.0394 -0.1539 0.9507
C 1.3527 -0.3830 -1.5487
C 1.0108 -0.8218 -0.1521
N 0.2302 -3.3000 -0.1168
N -1.9412 -0.7178 0.8648
H -2.5679 0.9857 -1.7448
H -1.8729 2.4841 0.2892
H -2.7871 -1.5389 -0.8570
H 0.8923 -0.5424 1.9421
H -2.6325 0.6673 1.9372
H 1.3499 1.0052 0.9481
H 0.6889 0.5159 -1.6871
H 2.3891 0.0379 -1.6027
H 1.2414 -1.1520 -2.3599
H -1.5270 -1.4798 1.3084
*
```

LUMO level: 0.79 eV
Orbital gap: 9.01 eV
SMILES: c1cc[nH]c1.C=C(C)C#N

natural (NBO) population analysis, charges in e, atoms 1 to 2:
1 C 0.2705
2 C -0.3628

***

It is w that is the least stable of them.